# 1
DFT (ωB97M-V/def2-TZVPD) results for a molecular structure, C22H20N3O4S3SbSe4Ti.

E (hartree): -13205.80730
HOMO energy (eV): -3.2
Net charge: -2
Gap between HOMO and LUMO (eV): 5.65

Atoms and positions in Å:
Ti -0.0474 0.1658 0.2402
C 1.2526 2.6236 -1.8939
C 0.2483 2.3809 -0.8095
N 0.7363 2.0075 0.3863
N -0.0222 2.3599 1.5074
C -0.1939 1.5317 2.4793
S 0.2180 -0.1636 2.6160
S -1.0781 2.2005 3.8755
C -2.1689 3.4423 3.0965
C -3.6105 3.1517 3.3990
C -4.3596 3.9933 4.2115
C -5.6957 3.7177 4.4769
C -6.2926 2.5935 3.9304
C -5.5458 1.7402 3.1258
C -4.2141 2.0130 2.8661
C -1.1458 2.7283 -0.9923
C -1.5011 3.8012 -1.8205
C -2.8209 4.1506 -1.9991
C -3.8142 3.3807 -1.3927
C -3.4957 2.2865 -0.6189
C -2.1562 1.9303 -0.4074
O -1.8567 0.8622 0.3050
H 1.5895 3.6615 -1.7973
H 0.8219 2.4619 -2.8821
H 2.1216 1.9855 -1.7570
H -1.9697 3.3928 2.0270
H -1.8911 4.4400 3.4339
H -3.8939 4.8748 4.6380
H -6.2674 4.3835 5.1121
H -7.3346 2.3773 4.1317
H -6.0035 0.8553 2.7009
H -3.6187 1.3389 2.2591
H -0.7223 4.3589 -2.3245
H -3.0820 4.9856 -2.6352
H -4.8566 3.6273 -1.5562
H -4.2660 1.6614 -0.1878
N 2.0651 -0.8877 0.1415
C 2.9652 -1.1433 1.2331
C 3.7358 -0.1112 1.7514
C 4.5832 -0.3545 2.8227
C 4.6625 -1.6165 3.3880
C 3.8738 -2.6363 2.8817
C 3.0275 -2.4062 1.8056
S 5.8071 -1.9469 4.7416
O 5.9748 -0.6570 5.3948
O 5.1283 -2.9530 5.5469
O 7.0069 -2.4357 4.0703
H 1.8511 -1.7392 -0.3724
H 2.5039 -0.2836 -0.5508
H 3.6544 0.8840 1.3279
H 5.1847 0.4406 3.2444
H 3.9261 -3.6138 3.3438
H 2.4133 -3.2099 1.4126
Se 2.1117 0.1537 -5.1780
Sb -0.2411 -0.0577 -4.9657
Se -1.3365 -2.0855 -5.4646
Se -1.5418 1.9357 -4.8138
Se -0.1462 -0.5300 -1.9330

Forces on the atoms, in the same order (eV/Å):
-0.176 -0.724 -0.582
-0.164 -0.103 0.103
0.242 0.280 -0.041
-0.099 -0.419 0.030
0.068 0.320 -0.260
-0.171 0.053 0.259
0.090 0.200 -0.051
-0.052 -0.157 -0.065
0.077 0.071 -0.017
-0.031 -0.046 0.044
0.013 0.006 -0.046
-0.014 0.010 0.003
-0.024 0.004 0.008
0.015 -0.027 -0.031
0.033 0.005 0.034
-0.220 0.304 -0.146
-0.047 0.018 -0.054
0.062 0.000 0.016
-0.007 0.003 -0.005
0.009 -0.041 0.033
-0.168 0.345 -0.002
0.434 -0.239 0.060
-0.031 0.020 -0.047
0.034 0.012 0.009
0.029 -0.019 -0.011
0.008 -0.016 -0.006
0.027 -0.026 0.063
0.004 -0.003 -0.005
0.000 -0.003 -0.004
0.006 0.000 0.006
-0.002 0.004 0.005
-0.020 0.012 -0.015
-0.005 -0.014 0.018
-0.003 -0.015 0.004
0.002 -0.006 0.009
0.008 -0.001 0.017
-0.053 0.043 -0.130
0.096 -0.004 0.177
-0.042 -0.070 -0.039
0.018 0.132 -0.033
0.063 -0.056 0.116
-0.047 -0.091 -0.023
0.002 0.072 -0.025
0.054 -0.057 -0.103
0.004 0.019 0.003
0.007 0.009 -0.015
-0.102 0.044 0.053
0.052 0.028 0.069
-0.019 -0.043 0.047
-0.003 0.001 -0.014
-0.007 -0.011 0.001
0.000 0.012 0.003
-0.009 0.004 -0.015
0.231 0.047 0.025
-0.100 0.258 -0.259
-0.110 -0.294 -0.071
0.013 0.101 0.046
0.025 0.044 0.854


# 2
DFT (ωB97M-V/def2-TZVPD) results for C6H12O in the gas phase.

E (hartree): -310.89487
HOMO energy (alpha / beta) (eV): -6.0 / -7.7
Gap between HOMO and LUMO (alpha / beta) (eV): 6.50 / 8.78

Atoms and positions in Å:
C -0.6966 -1.8355 -0.2625
C -0.7237 -0.2958 -0.5272
C -1.7193 0.2873 0.3559
C 0.1782 2.2730 0.6998
O 1.0540 1.1651 0.5589
C 0.7251 0.1599 -0.2247
C 1.9187 -0.7189 -0.4533
H -1.6578 -2.2551 -0.5608
H 0.0984 -2.3743 -0.7880
H -0.5740 -2.0032 0.8137
H -0.9257 -0.1491 -1.6014
H -1.8155 -0.0697 1.3740
H -2.4644 0.9816 -0.0213
H -0.6477 1.9958 1.3717
H 0.8031 3.0791 1.0851
H -0.2528 2.5479 -0.2627
H 2.0433 -1.4999 0.3095
H 1.8486 -1.2069 -1.4320
H 2.8081 -0.0813 -0.4346

Forces on the atoms, in the same order (eV/Å):
-0.436 0.011 -0.032
1.738 -0.956 -0.073
-1.050 0.227 0.057
0.083 -0.274 0.025
0.195 1.581 1.239
-0.282 -1.180 -1.378
-0.249 0.059 -0.190
0.027 -0.116 0.010
-0.204 0.238 0.031
0.033 -0.028 -0.165
-0.138 0.140 0.283
0.061 0.067 -0.051
0.100 -0.098 0.182
0.267 0.366 -0.001
-0.262 -0.011 0.063
0.052 0.133 -0.079
0.030 0.006 -0.048
0.141 0.007 0.165
-0.108 -0.171 -0.036


# 3
DFT (ωB97M-V/def2-TZVPD) results for 4 unconnected molecules or ions with the total composition C20H45N3O6PS.

E (hartree): -2144.21996
HOMO energy (eV): -3.4
Net charge: -1
Gap between HOMO and LUMO (eV): 5.60

Atoms and positions in Å:
C -0.6917 5.3965 0.3736
C -1.1010 4.1514 0.6502
C -0.2157 3.1724 1.4481
C 0.3298 2.0000 0.4745
C -0.6924 0.8637 0.7208
O -0.2703 -0.4363 0.2483
C -0.4362 -1.3872 1.2837
O 0.1395 2.5325 -0.8449
P 1.6743 3.2190 -1.3581
C 1.6203 2.4441 -3.1286
C 1.1417 0.9572 -3.1569
C -0.3573 0.9015 -3.6184
S -1.0740 -0.7584 -3.2563
O 2.5134 1.8886 -0.5947
C 1.8672 1.7179 0.6666
C 2.3207 0.4853 1.4823
H -0.9779 5.8718 -0.5778
H -0.0219 5.9795 1.0221
H -2.0625 3.7465 0.3026
H 0.6588 3.7700 1.7680
H -0.7427 2.7568 2.3285
H -1.5990 1.1406 0.1397
H -1.0007 0.7673 1.7786
H -0.0834 -2.3872 0.9726
H -1.4961 -1.4771 1.6081
H 0.1549 -1.1211 2.1867
H 3.0003 3.7273 -1.7412
H 0.9189 4.3267 -1.9255
H 1.8255 4.0847 -0.2119
H 0.9383 3.0719 -3.7370
H 2.6319 2.5347 -3.5652
H 1.2500 0.4456 -2.1970
H 1.6988 0.4534 -3.9747
H -0.3747 1.0857 -4.7058
H -0.9268 1.6887 -3.0978
H 0.0113 -1.5524 -3.0475
H 2.2885 2.5622 1.2637
H 1.7815 0.4372 2.4452
H 2.1549 -0.4372 0.8942
H 3.3999 0.6246 1.6868
C 3.8925 -3.1549 -2.1027
C 3.1431 -1.8611 -1.8828
O 2.0246 -1.6674 -2.3270
N 3.7529 -0.8824 -1.1638
C 5.0628 -0.9039 -0.5520
H 3.2733 -3.8263 -2.6927
H 4.8204 -2.9683 -2.6465
H 4.1127 -3.6329 -1.1463
H 3.1911 -0.0397 -1.0648
H 4.9553 -0.7438 0.5234
H 5.6631 -0.0925 -0.9689
H 5.5718 -1.8488 -0.7230
C -4.8502 1.0467 1.2141
C -4.8640 2.2192 0.2650
O -3.8585 2.8574 0.0124
N -6.0526 2.5518 -0.3149
C -7.3426 1.9171 -0.1411
H -3.8390 0.9085 1.5891
H -5.5139 1.2355 2.0602
H -5.1569 0.1363 0.6962
H -5.9867 3.3427 -0.9370
H -7.6978 1.5583 -1.1095
H -8.0538 2.6516 0.2440
H -7.2869 1.0808 0.5488
C 1.4625 -5.5783 3.1997
C 0.1108 -4.9186 3.3149
O -0.0859 -3.9671 4.0522
N -0.9063 -5.4196 2.5609
C -0.8714 -6.5329 1.6336
H 2.1616 -5.0671 3.8562
H 1.4010 -6.6252 3.5026
H 1.8320 -5.5087 2.1753
H -1.7779 -4.9286 2.6876
H -1.1569 -6.1793 0.6412
H -1.5891 -7.2899 1.9574
H 0.1167 -6.9792 1.5812

Forces on the atoms, in the same order (eV/Å):
-0.357 0.168 -0.225
0.317 -0.548 0.657
0.177 0.773 0.181
-1.656 1.205 0.207
-0.027 -0.466 -0.967
-0.131 -0.025 0.892
0.149 -0.211 0.301
1.396 -1.374 0.887
0.628 2.304 -2.448
-0.443 -1.368 0.575
-0.709 1.045 -1.478
1.342 -0.238 0.329
-0.485 -0.056 -0.168
-0.912 -1.362 0.952
0.773 1.070 0.812
-0.096 0.011 -0.984
-0.646 0.195 0.874
0.496 -0.752 -0.648
1.057 0.166 -0.643
-0.380 -0.410 0.157
0.297 0.121 -0.262
0.409 0.006 0.303
0.426 0.198 -0.298
-0.169 0.503 -0.234
0.346 0.019 -0.231
-0.275 -0.067 -0.365
-0.159 0.305 -0.058
0.239 0.233 0.011
-0.268 -0.755 0.686
0.304 -0.230 0.305
-0.352 -0.034 0.282
0.079 0.280 -0.416
-0.100 -0.272 0.774
-0.218 -0.082 0.410
0.030 -0.580 -0.041
-0.136 0.805 -0.120
-0.683 -0.273 -0.016
0.189 0.027 -0.428
0.100 0.305 0.545
-0.479 -0.221 -0.034
-0.017 -0.093 -0.058
0.062 0.659 0.295
0.033 -0.881 -0.094
-0.037 -0.552 -0.278
-0.360 0.314 -0.064
-0.061 0.103 0.013
0.063 -0.072 0.117
0.144 0.005 -0.043
0.082 0.308 0.004
0.189 -0.040 0.011
0.146 -0.055 0.106
-0.040 -0.012 -0.023
0.027 -0.042 0.052
0.274 0.170 -0.122
-0.392 -0.184 0.032
0.039 -0.170 0.197
0.123 0.406 -0.311
-0.001 0.091 -0.101
-0.058 -0.120 -0.037
-0.072 -0.011 0.099
0.006 -0.043 0.006
-0.150 -0.124 0.104
-0.139 -0.163 0.051
0.066 0.035 -0.015
0.064 -0.005 0.004
-0.228 0.319 0.136
0.099 -0.093 0.023
0.305 -0.131 0.086
-0.406 0.304 0.067
-0.118 0.060 -0.001
0.058 -0.026 -0.134
0.013 -0.133 0.014
0.042 0.012 -0.052
0.085 -0.176 -0.077
0.093 -0.139 -0.128
-0.006 0.062 0.043


Number 1: F_max 0.95 eV/A. Number 2: F_max 2.02 eV/A. Number 3: F_max 3.42 eV/A.